No. 1
ORCA calculation (wB97M-V/def2-TZVPD) on a molecular structure, C11H20CuN4S.

```
! RIJCOSX wB97M-V def2-TZVPD def2/J DEFGRID3
* xyz 2 2
Cu 0.01 -0.17 0.15
C -0.15 2.79 -0.05
C 0.16 2.35 1.39
N 1.06 1.19 1.40
C 2.45 1.45 0.98
C 3.00 0.30 0.15
S 1.87 -0.30 -1.15
C 1.60 1.22 -2.15
C 0.13 1.62 -2.21
N -0.50 1.63 -0.88
H 0.71 3.30 -0.49
H -0.97 3.52 -0.02
H -0.77 2.04 1.88
H 0.57 3.20 1.94
H 1.06 0.80 2.34
H 3.10 1.60 1.84
H 2.47 2.38 0.39
H 3.17 -0.58 0.77
H 3.95 0.57 -0.32
H 1.96 1.00 -3.16
H 2.23 2.00 -1.73
H -0.41 0.90 -2.84
H 0.05 2.60 -2.69
H -1.51 1.59 -1.00
N -1.98 -1.79 -1.62
C -1.88 -2.36 -0.40
C -2.76 -3.40 -0.02
C -2.69 -3.92 1.24
C -1.72 -3.42 2.13
C -0.88 -2.43 1.69
N -0.96 -1.88 0.46
H -2.64 -2.17 -2.28
H -1.19 -1.30 -2.00
H -3.44 -3.79 -0.76
H -3.35 -4.71 1.55
H -1.64 -3.80 3.13
H -0.12 -2.03 2.34
*
```

**LUMO (spin up / spin down)**: -5.7 / -9.6 eV
**Energy relative to the best compared isomer or geometry (same formula, charge and spin)**: 6.7 kcal/mol
**HOMO-LUMO gap (spin up / spin down)**: 9.391 / 5.405 eV
**Strongest force on any atom**: 1.02 eV/A
**Calculated total energy**: -73152.5607 eV
**⟨S²⟩**: 0.7552
**M**: 303.92 Da

natural (NBO) population analysis, charges in e, atoms 1 to 6: atom 1 (Cu): 1.231, atom 2 (C): -0.254, atom 3 (C): -0.244, atom 4 (N): -0.721, atom 5 (C): -0.256, atom 6 (C): -0.528



No. 2
ORCA calculation (wB97M-V/def2-TZVPD) on a molecular structure, C16H36Br12InOS.

```
! RIJCOSX wB97M-V def2-TZVPD def2/J DEFGRID3
* xyz -1 1
C 2.56 3.01 0.09
O 1.64 1.99 -0.34
C 0.34 2.46 0.10
C -0.85 1.63 -0.39
C -2.09 1.97 0.53
In -2.29 4.09 1.28
S -4.37 5.21 0.35
H 2.08 3.63 0.85
H 2.81 3.69 -0.74
H 3.44 2.55 0.54
H 0.32 2.44 1.20
H 0.24 3.47 -0.29
H -0.68 0.54 -0.23
H -1.06 1.76 -1.46
H -1.95 1.34 1.43
H -3.01 1.64 0.03
H -0.83 5.11 1.07
H -2.59 4.02 3.07
H -3.96 6.18 -0.52
Br 1.04 0.07 3.07
C 2.93 0.13 3.54
C 3.23 1.29 4.46
Br 3.26 2.96 3.46
H 3.48 0.17 2.61
H 3.13 -0.81 4.04
H 4.22 1.18 4.88
H 2.50 1.41 5.25
Br -0.44 -2.22 -0.38
C 1.12 -2.83 0.60
C 0.96 -4.25 1.06
Br -0.23 -4.36 2.61
H 1.27 -2.13 1.42
H 1.95 -2.75 -0.10
H 1.91 -4.65 1.41
H 0.55 -4.90 0.30
Br 0.80 -1.72 -4.64
C 0.20 -0.06 -3.81
C 0.07 1.04 -4.83
Br 1.81 1.73 -5.34
H 0.91 0.17 -3.02
H -0.77 -0.29 -3.37
H -0.47 1.89 -4.41
H -0.43 0.72 -5.74
Br -4.95 -4.03 -0.06
C -3.99 -2.58 0.83
C -4.90 -1.41 1.10
Br -5.25 -0.40 -0.53
H -3.14 -2.33 0.21
H -3.63 -3.01 1.77
H -4.43 -0.71 1.78
H -5.87 -1.71 1.50
Br -5.35 -8.46 3.26
C -4.16 -7.23 2.33
C -3.41 -6.36 3.29
Br -4.54 -4.94 4.00
H -4.77 -6.66 1.63
H -3.47 -7.87 1.77
H -2.59 -5.84 2.79
H -3.02 -6.90 4.15
Br 4.24 5.30 -6.15
C 5.82 4.67 -5.21
C 5.66 3.25 -4.74
Br 4.50 3.15 -3.17
H 6.00 5.37 -4.39
H 6.64 4.74 -5.93
H 6.61 2.84 -4.42
H 5.22 2.60 -5.49
*
```

**LUMO**: 1.6 eV
**HOMO-LUMO gap**: 6.131 eV
**Strongest force on any atom**: 1.56 eV/A
**Calculated total energy**: -875742.8195 eV
**M**: 1350.20 Da

Löwdin population analysis, charges in e, atoms 1 to 6: atom 1 (C): -0.171, atom 2 (O): -0.214, atom 3 (C): -0.308, atom 4 (C): -0.279, atom 5 (C): -0.323, atom 6 (In): 0.181



No. 3
ORCA calculation (wB97M-V/def2-TZVPD) on 3 unconnected molecules or ions with the total composition C2H9NO4.

```
! RIJCOSX wB97M-V def2-TZVPD def2/J DEFGRID3
* xyz 0 1
N 3.28 -1.74 0.31
C 2.38 -0.89 1.10
C 1.92 0.26 0.24
O 2.43 1.00 -0.53
O 0.56 0.44 0.62
H 4.24 -1.44 0.44
H 3.33 -2.67 0.72
H 1.54 -1.40 1.54
H 2.91 -0.28 1.87
H 0.32 1.34 0.41
O -7.08 1.19 1.26
H -7.07 0.24 1.32
H -6.15 1.34 1.22
O -0.93 0.53 -3.45
H -0.14 0.97 -3.13
H -1.52 1.10 -3.94
*
```

**LUMO**: 0.5 eV
**Energy relative to the best compared isomer or geometry (same formula, charge and spin)**: 26.9 kcal/mol
**HOMO-LUMO gap**: 10.545 eV
**Strongest force on any atom**: 4.06 eV/A
**Calculated total energy**: -11899.6617 eV
**M**: 111.10 Da

natural (NBO) population analysis, charges in e, atoms 1 to 6: atom 1 (N): -0.813, atom 2 (C): -0.334, atom 3 (C): 0.801, atom 4 (O): -0.560, atom 5 (O): -0.733, atom 6 (H): 0.360



No. 4
ORCA calculation (wB97M-V/def2-TZVPD) on a molecular structure, C32H24N15PrSe.

```
! RIJCOSX wB97M-V def2-TZVPD def2/J DEFGRID3
* xyz 2 3
Pr 1.50 -0.45 -0.72
C 1.03 -3.61 3.00
C 1.70 -2.86 2.07
N 1.28 -1.63 1.73
C 0.34 -1.02 2.53
C -0.29 -1.79 3.51
N 0.01 -3.08 3.70
C 0.34 0.39 2.39
C -0.28 1.15 3.42
C -0.41 2.53 3.22
C 0.17 3.17 2.09
C 0.76 2.34 1.14
N 0.83 1.00 1.27
C 1.44 2.93 -0.02
C 1.55 4.36 -0.22
N 2.21 4.81 -1.26
C 2.72 3.98 -2.17
C 2.73 2.61 -1.97
N 2.06 2.12 -0.90
C -1.04 3.41 4.23
C -1.50 4.66 3.88
C -2.00 5.51 4.89
N -2.02 5.16 6.19
C -1.62 3.92 6.52
C -1.09 3.05 5.58
H 1.16 -4.68 3.16
H 2.54 -3.30 1.48
H -1.01 -1.40 4.23
H -0.69 0.57 4.24
H 0.13 4.25 2.01
H 1.08 5.15 0.38
H 3.14 4.44 -3.06
H 3.16 1.86 -2.65
H -1.71 4.96 2.87
H -2.25 6.55 4.78
H -1.82 3.65 7.56
H -0.65 2.15 5.95
Se -4.91 -5.45 -2.39
N -4.82 -3.55 -2.14
C -3.55 -3.34 -1.84
C -3.04 -2.01 -1.58
C -3.90 -0.88 -1.46
C -3.28 0.39 -1.27
C -1.86 0.48 -1.35
N -1.06 -0.60 -1.36
C -1.64 -1.83 -1.45
C -0.72 -2.95 -1.57
N 0.64 -2.74 -1.43
C 1.45 -3.81 -1.62
C 1.04 -5.09 -1.77
C -0.31 -5.37 -1.88
C -1.19 -4.28 -1.80
C -2.61 -4.46 -1.92
N -3.09 -5.61 -2.30
H -4.97 -1.00 -1.56
H -3.91 1.27 -1.19
H -1.35 1.47 -1.40
H 2.52 -3.62 -1.63
H 1.76 -5.89 -1.78
H -0.74 -6.38 -1.88
N -0.19 0.48 -6.02
N 0.76 0.25 -5.09
N 1.93 -0.38 -5.34
C 2.42 -0.62 -4.10
N 1.51 -0.14 -3.17
N 0.49 0.36 -3.82
H 0.13 0.50 -6.98
H -0.99 1.00 -5.70
H 3.40 -1.11 -3.81
C 3.89 -0.62 -0.72
H 4.19 0.28 -1.30
H 4.77 -1.31 -0.75
H 3.72 -0.31 0.35
*
```

**LUMO (spin up / spin down)**: -6.4 / -6.4 eV
**Energy relative to the best compared isomer or geometry (same formula, charge and spin)**: 0.0 kcal/mol
**HOMO-LUMO gap (spin up / spin down)**: 6.809 / 6.770 eV
**Strongest force on any atom**: 4.57 eV/A
**Calculated total energy**: -135325.2763 eV
**⟨S²⟩**: 2.0032
**M**: 838.52 Da

Löwdin population analysis, charges in e, atoms 1 to 6: atom 1 (Pr): 1.075, atom 2 (C): -0.064, atom 3 (C): -0.069, atom 4 (N): 0.062, atom 5 (C): -0.186, atom 6 (C): -0.033



No. 5
ORCA calculation (wB97M-V/def2-TZVPD) on a molecular structure, C18H17BBaN12O.

```
! RIJCOSX wB97M-V def2-TZVPD def2/J DEFGRID3
* xyz 0 1
Ba 0.05 0.35 -0.93
C 4.70 0.98 -0.61
C 3.58 0.66 -1.38
N 2.47 1.19 -0.86
N 2.86 1.87 0.26
C 4.19 1.75 0.41
B 1.85 2.71 1.13
N 0.95 3.59 0.22
C 0.92 4.94 0.19
C 0.01 5.33 -0.77
C -0.47 4.12 -1.29
N 0.09 3.07 -0.70
N 0.97 1.79 2.07
C 0.86 1.88 3.40
C -0.08 0.97 3.84
C -0.50 0.34 2.67
N 0.13 0.83 1.60
H 5.73 0.71 -0.78
H 3.51 0.06 -2.28
H 4.68 2.24 1.24
H 2.49 3.43 1.86
H 1.54 5.51 0.86
H -0.27 6.33 -1.05
H -1.21 3.95 -2.06
H 1.45 2.61 3.93
H -0.41 0.79 4.85
H -1.24 -0.44 2.54
N -2.39 0.67 -1.14
C -3.53 0.52 -0.91
C -4.86 0.17 -0.63
C -5.46 0.54 0.62
N -5.92 0.83 1.63
C -5.54 -0.66 -1.58
N -6.06 -1.36 -2.34
C 2.09 -4.55 -1.28
N 0.71 -4.14 -1.05
C -0.28 -5.04 -0.80
C -1.55 -4.66 -0.59
C -1.82 -3.25 -0.62
N -0.86 -2.35 -0.85
C 0.41 -2.79 -1.09
O 1.34 -1.99 -1.35
N -3.06 -2.81 -0.39
H 2.12 -5.64 -1.27
H 2.75 -4.16 -0.51
H 2.44 -4.19 -2.24
H 0.02 -6.08 -0.80
H -2.33 -5.39 -0.40
H -3.83 -3.44 -0.30
H -3.26 -1.82 -0.48
*
```

**LUMO**: -0.2 eV
**Energy relative to the best compared isomer or geometry (same formula, charge and spin)**: 28.5 kcal/mol
**HOMO-LUMO gap**: 7.809 eV
**Strongest force on any atom**: 2.21 eV/A
**Calculated total energy**: -40244.9389 eV
**M**: 565.56 Da

Löwdin population analysis, charges in e, atoms 1 to 6: atom 1 (Ba): 1.977, atom 2 (C): -0.062, atom 3 (C): -0.170, atom 4 (N): -0.178, atom 5 (N): -0.043, atom 6 (C): -0.088



No. 6
ORCA calculation (wB97M-V/def2-TZVPD) on a molecular structure, C25H50O24PdS6.

```
! RIJCOSX wB97M-V def2-TZVPD def2/J DEFGRID3
* xyz 0 3
Pd -0.19 1.17 -0.41
S 0.57 -1.41 -0.23
O 0.72 -2.30 -1.39
O -0.75 -0.79 -0.25
O 0.85 -2.06 1.05
O 1.41 -0.25 -0.36
C -0.60 5.03 2.90
C -0.28 4.23 4.15
O 1.04 4.67 4.39
C 1.61 5.32 3.27
O 2.83 5.50 3.11
O 0.65 5.41 2.36
H -1.18 5.93 3.08
H -1.20 4.50 2.16
H -0.32 3.19 3.84
H -0.98 4.32 4.98
C -0.73 -3.77 -3.53
C 0.66 -4.05 -4.03
O 0.56 -3.83 -5.40
C -0.69 -3.55 -5.74
O -1.05 -3.34 -6.86
O -1.50 -3.46 -4.66
H -0.69 -2.84 -2.97
H -1.06 -4.63 -2.94
H 0.84 -5.12 -3.96
H 1.40 -3.49 -3.46
C 1.74 -2.13 4.15
C 1.63 -3.63 3.99
O 0.41 -3.99 4.61
C -0.13 -2.94 5.19
O -1.12 -2.94 5.94
O 0.62 -1.78 4.95
H 1.56 -1.63 3.19
H 2.67 -1.71 4.53
H 2.27 -4.32 4.55
H 1.60 -3.92 2.94
C -1.65 -4.00 1.90
C -2.15 -4.48 0.54
O -3.51 -4.36 0.55
C -3.98 -4.01 1.78
O -5.19 -3.83 1.99
O -2.91 -3.71 2.57
H -1.10 -3.06 1.84
H -1.04 -4.75 2.39
H -1.74 -5.46 0.31
H -1.78 -3.83 -0.25
C 4.61 -1.62 0.43
C 4.21 -1.60 -1.05
O 4.97 -2.74 -1.49
C 5.75 -3.29 -0.56
O 6.65 -4.10 -0.77
O 5.41 -2.71 0.57
H 3.69 -1.68 1.02
H 5.22 -0.76 0.69
H 4.63 -0.68 -1.46
H 3.13 -1.69 -1.18
C 0.24 5.08 -1.12
S -1.43 4.21 -1.20
O -1.33 3.01 -0.27
C -2.33 5.51 -0.30
H 0.57 5.25 -0.09
H 0.33 6.04 -1.63
H 0.95 4.40 -1.58
H -3.40 5.30 -0.35
H -2.24 6.46 -0.82
H -2.03 5.61 0.74
C -2.77 -0.48 2.50
S -2.03 1.22 2.65
O -0.93 1.29 1.56
C -3.44 2.04 1.78
H -3.82 -0.45 2.80
H -2.24 -1.20 3.13
H -2.73 -0.68 1.43
H -3.20 3.09 1.61
H -4.38 2.04 2.34
H -3.53 1.44 0.87
C -3.07 -0.85 -3.28
S -3.32 0.60 -2.19
O -1.93 1.08 -1.92
C -3.93 1.72 -3.55
H -2.55 -0.64 -4.20
H -4.06 -1.20 -3.61
H -2.59 -1.66 -2.72
H -3.58 1.43 -4.54
H -3.72 2.78 -3.44
H -5.01 1.65 -3.60
C 2.05 0.71 2.54
S 2.19 2.39 1.66
O 1.22 2.47 0.48
C 3.87 2.31 0.83
H 1.09 0.28 2.27
H 2.23 0.69 3.61
H 2.69 0.05 1.95
H 3.82 1.66 -0.04
H 4.55 1.81 1.52
H 4.34 3.24 0.50
C 2.12 0.10 -3.65
S 1.22 1.71 -3.63
O 0.72 1.92 -2.20
C -0.25 1.20 -4.59
H 2.79 0.02 -2.79
H 2.67 -0.19 -4.54
H 1.48 -0.76 -3.46
H -0.78 0.44 -4.02
H 0.07 0.80 -5.55
H -0.96 1.99 -4.85
*
```

**LUMO (spin up / spin down)**: -0.3 / -0.3 eV
**Energy relative to the best compared isomer or geometry (same formula, charge and spin)**: 0.0 kcal/mol
**HOMO-LUMO gap (spin up / spin down)**: 7.996 / 7.752 eV
**Strongest force on any atom**: 4.89 eV/A
**Calculated total energy**: -144359.5538 eV
**⟨S²⟩**: 2.0045
**M**: 1033.47 Da

Löwdin population analysis, charges in e, atoms 1 to 6: atom 1 (Pd): 1.062, atom 2 (S): 0.192, atom 3 (O): -0.349, atom 4 (O): -0.444, atom 5 (O): -0.332, atom 6 (O): -0.402



> The highest strongest force on any atom belongs to which entry?

C25H50O24PdS6



> Among the records above, which one has the highest strongest force on any atom?

C25H50O24PdS6



> What is the calculated total energy in the fourth record?

-135325.2763 eV